1.
53
Properties=species:S:1:pos:R:3 method="wB97M-V/def2-TZVPD" total_energy_ha=-1543.03039 gap_ev="8.476 / 9.448" spin_multiplicity=2
I 0.266 1.989 2.808
F 5.056 -4.331 -1.558
F -2.035 -5.358 2.600
F -0.153 0.519 0.388
O -0.821 4.357 -2.080
N -0.676 3.111 -1.834
C 3.149 -3.225 -2.365
C -2.126 -2.685 5.018
C 1.675 3.706 -2.186
C -0.134 1.878 0.680
C 3.952 -3.598 -1.306
C -1.865 -4.142 3.159
C -1.261 -3.149 2.414
C -2.302 -3.940 4.453
C 2.534 -2.494 0.250
C -3.076 3.305 -1.341
C -2.105 1.046 -1.667
C 2.015 -2.471 -2.097
C 3.672 -3.248 0.000
C 0.737 2.651 -1.605
C -1.090 -1.900 2.998
C 1.704 -2.107 -0.794
C -1.522 -1.665 4.295
C 0.987 2.550 -0.081
C -1.825 2.459 -1.127
C 1.028 1.308 -2.289
C -1.489 2.467 0.380
H -1.216 0.531 -2.018
H 1.495 3.826 -3.254
H -2.464 -2.506 6.031
H 1.539 4.674 -1.709
H 4.335 -3.564 0.794
H -3.928 2.773 -0.912
H -3.252 3.447 -2.407
H -2.561 0.429 -0.891
H -2.769 -4.751 4.994
H 2.300 -2.205 1.266
H -1.388 -0.688 4.739
H -2.801 1.108 -2.504
H 0.577 1.260 -3.282
H 0.692 0.457 -1.701
H 2.705 3.374 -2.037
H 1.373 -2.168 -2.913
H -0.619 -1.103 2.436
H 1.918 2.004 0.091
H 2.109 1.206 -2.404
H 0.819 -1.520 -0.589
H 1.107 3.555 0.331
H 3.413 -3.524 -3.370
H -1.485 3.501 0.733
H -0.940 -3.358 1.402
H -2.261 1.924 0.929
H -2.994 4.285 -0.874

2.
60
Properties=species:S:1:pos:R:3 method="wB97M-V/def2-TZVPD" total_energy_ha=-2108.96773 gap_ev=7.634 charge=-1
S -2.856 0.159 -0.265
F -4.780 -2.827 3.948
F -4.044 2.998 5.794
F -2.834 -6.695 2.082
O 4.854 2.210 -5.668
O -2.725 0.764 4.510
O 0.561 1.272 -2.017
O 3.656 -0.992 -3.580
O 2.349 0.618 -0.910
N 5.005 2.439 -3.422
N 5.672 -0.235 -4.168
N -1.557 -0.416 2.086
N -0.328 0.619 0.551
C 1.800 1.124 -1.916
C -4.137 1.162 2.570
C -4.074 -0.334 2.198
C -3.791 -3.335 3.176
C -3.786 -4.722 3.009
C -1.830 -3.190 1.769
C -2.800 -2.527 2.557
C -1.844 -4.579 1.610
C 4.164 1.309 -2.966
C 5.904 4.161 -4.846
C -3.975 2.830 4.444
C -3.968 1.341 4.085
C 4.472 -0.074 -3.594
C 2.674 1.711 -3.035
C -1.525 0.079 0.881
C -2.596 -0.643 4.230
C -2.820 -5.351 2.231
C 6.115 -1.460 -4.827
C -2.768 -0.992 2.724
C -4.241 -0.559 0.691
C 5.195 2.839 -4.678
H -4.800 0.853 4.603
H -3.349 1.723 2.059
H 6.891 4.104 -4.393
H 5.330 3.055 -2.697
H -4.288 -1.632 0.483
H 7.091 -1.311 -5.288
H -4.548 -5.321 3.494
H 6.240 0.592 -4.249
H -4.838 3.319 3.983
H 4.409 1.184 -1.912
H 6.170 -2.267 -4.095
H -3.069 3.307 4.056
H -3.322 -1.177 4.844
H -0.160 0.826 -0.448
H -1.086 -5.059 0.999
H -1.041 -2.639 1.264
H -1.602 -0.972 4.548
H 5.314 4.941 -4.370
H -5.181 -0.117 0.347
H 0.471 0.244 1.046
H 2.600 2.796 -2.950
H 5.997 4.375 -5.910
H -4.930 -0.805 2.681
H 2.268 1.432 -4.009
H -5.097 1.580 2.252
H 5.388 -1.734 -5.595

3.
56
Properties=species:S:1:pos:R:3 method="wB97M-V/def2-TZVPD" total_energy_ha=-1545.58193 gap_ev=8.440 smiles="O=C(C1=C[C@H](c2ccc(C(F)(F)F)cc2)C[C@H](OCCCCO)O1)N1CCOCC1" de_lowest_kcal_mol=503.8
F -0.271 0.048 7.502
F -1.878 -0.379 6.414
F -0.358 -1.815 6.578
O -0.973 -3.470 -2.296
O -0.163 1.248 -0.974
O 2.168 -1.544 -0.948
O -1.483 1.116 0.954
O 1.848 -0.248 -5.536
N 1.003 -0.652 -2.669
C 0.332 1.284 5.040
C 2.370 -1.329 -4.773
C 0.416 2.003 3.849
C 0.355 2.848 0.864
C 1.753 0.841 -4.745
C -1.939 -2.293 -1.898
C -2.467 0.400 0.642
C -0.791 -0.582 6.424
C 1.457 -0.562 -1.372
C 0.143 -0.898 3.919
C 1.195 0.655 -0.598
C 0.928 1.067 2.754
C -2.767 -0.245 -0.722
C -0.124 -0.034 5.131
C 1.341 -1.939 -3.684
C -0.837 1.731 0.130
C 1.226 1.788 1.572
C -1.935 -1.657 -0.793
C 0.497 -0.110 2.781
C 1.851 0.783 0.445
C 0.602 0.523 -3.571
H -0.126 3.289 1.748
H -0.244 -1.667 4.019
H -2.987 -2.600 -2.104
H 0.566 -1.951 -4.063
H 2.705 -0.015 0.732
H 3.363 -1.155 -4.210
H 0.926 3.019 3.938
H 2.349 2.415 1.872
H 1.484 1.555 -5.439
H -0.193 0.092 -4.160
H 2.652 -2.155 -5.348
H -3.296 1.379 0.418
H 1.752 -2.541 -3.084
H 2.483 1.281 -4.247
H 0.796 3.495 0.165
H -0.874 -1.190 -0.388
H 0.408 1.588 -3.004
H -3.703 -0.337 -0.728
H 0.665 -0.839 2.006
H -3.037 -0.032 1.463
H -2.050 -1.573 -2.966
H -1.021 -3.798 -1.496
H -2.551 0.427 -1.524
H -2.171 -2.060 0.239
H 0.220 2.202 5.970
H -1.611 2.593 -0.226

4.
52
Properties=species:S:1:pos:R:3 method="wB97M-V/def2-TZVPD" total_energy_ha=-1150.43048 gap_ev=8.556 de_lowest_kcal_mol=444.5
O -1.870 4.051 -1.616
O 3.209 1.109 0.978
O -2.441 1.679 0.334
N 1.745 -3.188 0.422
N 2.161 -0.616 -0.056
C 0.512 -7.278 1.297
C 2.534 -2.583 1.273
C 0.504 3.439 -1.370
C -0.845 3.230 -1.010
C 2.325 0.666 0.097
C 1.235 -1.299 -0.708
C -3.241 2.832 0.499
C 3.320 -1.365 0.518
C -1.840 5.306 -2.260
C 2.199 -5.490 0.981
C 1.152 1.491 -0.364
C -0.354 -6.258 1.205
C 1.966 -6.879 1.116
C -3.050 3.874 1.658
C 1.369 2.577 -1.259
C -0.022 -5.031 0.999
C 1.067 -4.583 0.768
C -1.346 2.083 -0.086
C -3.144 5.945 -2.287
C 0.516 -2.277 -0.067
C -0.083 1.424 0.193
H 0.332 -0.658 -1.472
H -1.412 4.931 -3.260
H -3.067 6.768 -3.018
H 0.014 -1.702 0.722
H 3.857 -2.051 -0.404
H -0.162 -3.025 -0.721
H 3.226 -3.387 1.765
H 1.810 -1.633 -1.743
H 0.436 4.225 -2.312
H 2.817 -7.552 1.369
H 2.240 -2.053 2.119
H -3.561 6.165 -1.423
H -2.578 3.394 2.406
H -0.900 -4.240 1.029
H 3.966 -1.014 1.249
H -0.343 0.571 1.049
H -1.201 5.932 -1.787
H -1.449 -6.638 1.053
H -3.880 5.093 -2.744
H -4.343 2.237 1.010
H 2.484 2.990 -1.533
H 0.187 -8.289 1.603
H 3.406 -5.205 0.827
H -3.666 4.602 1.870
H -3.678 3.224 -0.219
H -2.115 4.456 1.307